# C11H9IO3

A single C11H9IO3 molecule at a distorted geometry (ωB97M-V/def2-TZVPD, OMol25).

The geometry in XYZ format:
```
24
C11H9IO3, DFT ωB97M-V/def2-TZVPD
C -2.961 -2.062 -0.497
C -1.578 -2.314 -0.547
C -3.602 -0.846 -0.853
C -0.762 -1.224 -0.772
C -2.733 0.266 -1.113
C -1.365 0.064 -0.908
C 2.653 0.736 0.830
C 3.426 0.828 -0.271
C 1.206 0.938 0.728
C -0.486 1.196 -1.045
C 3.071 0.417 2.233
O 0.365 0.967 1.576
O 0.810 1.109 -0.687
O -0.915 2.392 -1.462
I 5.458 0.362 -0.132
H -3.511 -2.876 0.038
H -1.234 -3.285 -0.135
H -4.613 -0.694 -0.810
H 0.411 -1.259 -0.642
H -3.161 1.250 -1.247
H 4.069 0.050 2.096
H 2.409 -0.336 2.522
H 3.265 1.325 2.864
H -0.221 2.994 -1.764
```

## Properties
- LUMO (alpha / beta) (Eh) = -0.0772 / -0.0773
- ΔE to the lowest compared entry with this formula, charge and spin (kcal/mol) = 69.0
- charge = 0
- max |F| (eV/Å) = 4.77
- HOMO level (alpha / beta) (Eh) = -0.2380 / -0.2379

# C11H9N3O

A single C11H9N3O molecule at a distorted geometry (ωB97M-V/def2-TZVPD, OMol25).

The geometry in XYZ format:
```
24
C11H9N3O, DFT ωB97M-V/def2-TZVPD
O 3.264 4.150 1.677
C 2.465 3.689 0.890
N 1.568 4.413 0.041
N 0.598 3.881 -0.531
C 0.327 2.516 -0.413
C -0.573 1.943 -1.315
C -0.786 0.582 -1.255
C -0.348 -0.127 -0.185
C 0.644 0.470 0.735
C 1.067 1.767 0.562
N 2.027 2.415 1.286
C 1.084 -0.324 1.850
C 0.911 -1.817 1.772
C -0.475 -2.259 1.199
C -0.726 -1.437 -0.061
H -1.119 2.601 -1.945
H -1.361 0.074 -2.032
H 2.732 1.886 1.794
H 1.678 0.004 2.760
H 1.154 -2.320 2.741
H 1.663 -2.246 1.030
H -1.335 -2.020 1.834
H -0.396 -3.336 1.117
H -1.360 -1.805 -0.849
```

## Properties
- LUMO (Eh) = -0.0515
- ΔE to the lowest compared entry with this formula, charge and spin (kcal/mol) = 111.3
- charge = 0
- max |F| (eV/Å) = 6.19
- HOMO level (Eh) = -0.2723
- SMILES = O=c1nnc2ccc3c(c2[nH]1)=CCCC=3

# C11H9N4O4S6Zn

C11H9N4O4S6Zn as an isolated structure at a distorted geometry (ωB97M-V/def2-TZVPD, OMol25).

The geometry in XYZ format:
```
35
C11H9N4O4S6Zn, DFT ωB97M-V/def2-TZVPD
Zn 6.953 8.106 8.978
S 12.460 7.642 13.547
C 11.156 7.622 12.543
S 11.302 7.841 10.806
C 9.627 7.642 10.360
C 8.735 7.474 11.467
S 7.034 7.541 11.358
S 9.495 7.393 13.065
S 9.266 7.523 8.698
N 6.448 8.281 6.657
N 5.823 7.162 6.076
C 5.235 6.269 6.842
N 4.910 5.103 6.240
S 5.045 6.552 8.513
H 5.747 8.982 6.954
H 7.115 8.708 6.016
H 5.809 6.988 5.038
H 4.536 5.177 5.307
H 4.547 4.328 6.809
O 5.026 11.648 9.319
C 6.067 10.994 9.410
O 6.496 10.021 8.616
C 6.984 11.322 10.573
C 8.262 10.729 10.676
C 9.082 11.042 11.787
C 8.573 11.853 12.761
C 7.292 12.412 12.672
C 6.481 12.166 11.589
N 6.705 13.182 13.762
O 7.421 13.480 14.746
O 5.469 13.492 13.603
H 8.635 10.173 9.816
H 10.119 10.749 11.835
H 9.219 12.120 13.626
H 5.519 12.667 11.539
```

## Properties
- LUMO (Eh) = 0.0536
- charge = -1
- max |F| (eV/Å) = 3.95
- HOMO level (Eh) = -0.1328